Record 1
Density functional theory data (the ωB97M-V functional and the def2-TZVPD basis) for a 2-piece molecular cluster, C3H8S2 overall.

Computed properties:
Kohn-Sham gap, eV: 9.3
Relative energy (zero: lowest compared OMol25 entry of this formula, charge and spin), kcal per mole: 37.06
E_HOMO, eV: -8.76
F_max, eV/Å: 1.76
Charge: 0
Molar mass, g mol⁻¹: 108.23

XYZ file:
```
13
Properties=species:S:1:pos:R:3:forces:R:3:mulliken_charge:R:1
S -0.2081 1.1185 1.5988 -0.2302 -1.1179 0.7372 -0.049
S -0.4390 -0.9244 1.9194 0.1933 0.2139 -0.6665 -0.231
C -1.5811 -1.1880 -2.6220 0.6384 0.2166 0.9969 -0.503
C 1.5645 1.5287 1.7062 -0.9955 1.3183 -0.6019 -0.706
C -0.5325 -0.7681 -1.9119 -0.7627 0.1727 -0.6427 -0.212
H 2.3205 0.7953 1.9437 -0.2537 -0.3865 -0.0623 0.336
H -1.7329 -0.8708 -3.6421 -0.2850 0.0336 -0.0077 0.241
H -0.0369 -1.1117 3.1781 -0.0476 0.3492 0.3647 0.138
H 1.5441 2.3480 2.4255 0.4918 -0.1782 0.1530 0.259
H -2.2974 -1.8039 -2.0940 -0.1377 -0.3550 -0.5329 0.234
H -0.3717 -1.1328 -0.9081 0.1074 0.1923 0.0778 0.054
H 1.6789 1.9913 0.7233 0.8327 -0.1949 0.1017 0.233
H 0.0917 0.0180 -2.3168 0.4488 -0.2639 0.0826 0.207
```
Forces are in eV/Å.

***

Record 2
Density functional theory data (the ωB97M-V functional and the def2-TZVPD basis) for a 15-piece molecular cluster, C30H90O30 overall.

Computed properties:
Kohn-Sham gap, eV: 9.3
Relative energy (zero: lowest compared OMol25 entry of this formula, charge and spin), kcal per mole: 23.15
E_HOMO, eV: -9.42
F_max, eV/Å: 2.28
Charge: 0
Molar mass, g mol⁻¹: 931.02

XYZ file:
```
150
Properties=species:S:1:pos:R:3:forces:R:3:mulliken_charge:R:1
O 1.1053 0.0421 6.1897 -0.1715 0.3448 0.4982 -0.568
O -3.2214 -0.8628 2.0013 -0.3167 -0.6732 0.4984 0.304
O -2.4633 1.6828 1.4749 0.2266 -0.7007 0.2252 2.423
O 0.1152 2.4941 4.8826 0.0576 0.0502 0.3233 -0.546
O 0.3322 3.9854 -4.3136 0.1312 -0.3095 -0.3995 -0.689
O 0.4065 1.1700 1.0577 -0.8407 -0.9321 0.1416 0.353
O 4.8184 -0.7790 -3.2611 -0.1404 -0.2544 0.1485 -0.548
O 2.6320 2.5337 0.3122 -0.3949 0.1486 -0.0251 0.342
O -0.1844 -6.7251 -1.7516 0.3537 -0.6465 0.3692 -0.576
O 2.0313 -5.2069 -0.6210 0.3354 0.0035 0.2629 -0.471
O -1.9145 -3.8805 -3.3962 -0.0398 0.2002 0.1889 -0.597
O 3.4529 -1.5047 -5.9448 0.1305 -0.0657 0.4084 -0.471
O 1.9427 -1.0802 -3.5168 -0.0759 0.3297 -0.1060 -0.316
O -1.5278 5.5839 2.7963 -0.0442 0.0364 0.3565 -0.652
O 4.7382 -4.5398 0.4588 -0.4190 0.1682 -0.3170 -0.554
O -2.7389 -2.5773 4.0293 0.4967 0.4023 0.3663 -0.330
O -2.0237 0.8899 4.3991 -0.3360 -0.5028 -0.2552 -0.302
O -6.1554 0.2283 2.1912 0.3088 -0.3116 -0.6087 -0.655
O 5.9931 1.5341 -2.0141 0.2450 -0.1990 -0.3480 -0.485
O -4.1807 -2.2374 -2.8040 -0.5823 -0.2599 0.1584 -0.603
O 0.3718 5.1932 0.7209 -0.4799 -0.8186 -0.0524 -0.755
O 3.8324 5.2834 -0.0237 0.2169 -0.2156 -0.3250 -0.596
O -1.3535 -3.4467 1.4842 0.2022 -1.0029 -0.6306 -0.449
O -2.3999 2.2691 -5.0024 -0.5333 -0.1559 -0.2080 -0.575
O 2.3180 4.7040 -2.3335 0.1398 0.0694 -0.2074 -0.633
O 0.0748 -0.1400 -1.5589 -0.6723 0.0755 0.2786 1.495
O -3.2371 0.2649 -3.1882 0.1959 -0.4694 0.0729 -0.727
O -2.0422 2.1549 -1.3075 -0.4729 -0.1207 -0.1593 0.112
O -4.5799 2.0889 3.6400 -0.0815 0.1725 0.2370 -0.535
O 2.3193 -3.2373 1.5264 0.0102 -0.3242 -0.0265 -0.392
C 4.9275 -0.6378 -1.8403 0.9335 0.2919 -0.1969 0.227
C -0.7707 -3.4257 2.7533 -0.0675 1.7150 1.5010 0.353
C 1.3481 -1.3552 -4.7853 0.5855 -0.7770 -0.0722 -0.039
C -4.0635 2.0670 4.9622 0.5007 0.3188 0.7909 -0.770
C -2.2955 0.8927 -5.3069 1.0104 -0.3749 0.7343 -0.726
C 2.1944 -0.8755 -5.9546 -0.9032 0.2650 -0.1419 -0.690
C -2.0970 0.0644 -4.0375 -0.5220 1.0466 0.0974 0.904
C 0.7353 3.1171 -3.2409 -0.5271 0.5143 -0.0078 0.719
C 3.4116 -2.5426 0.9542 0.2723 -0.0966 -0.5528 -0.410
C -5.6497 -1.1028 2.3419 0.4888 1.1560 0.7725 -0.671
C 1.1634 -4.6951 -1.6373 -0.2171 0.3026 -0.0323 0.940
C -2.0680 -3.1807 -2.1572 0.3132 -0.7474 0.2029 1.200
C 6.1507 0.2165 -1.4910 -1.0556 0.5472 0.5835 -0.670
C -1.7689 -3.6125 3.9012 -0.1700 -2.0697 -0.7562 -0.887
C 1.4205 0.4137 4.8639 -0.0594 -0.4142 -0.3450 -0.340
C 1.3894 1.9140 4.7156 0.0501 -0.1764 -0.4269 -0.018
C 2.1648 3.3946 -2.8366 -0.3582 -1.1408 -0.0544 -0.055
C 0.6709 -0.7118 -0.4213 1.3028 -0.4162 -0.0509 1.104
C -3.5044 2.1429 0.6366 0.2003 0.4228 -0.7236 -0.658
C -4.4375 -1.4001 1.4854 -0.7749 0.2053 -1.2919 -0.330
C -3.2011 0.8412 5.1757 -0.7373 0.2551 0.5004 -0.314
C -3.5435 -2.9635 -1.7863 1.1654 0.9188 -0.0865 0.008
C 0.1333 4.1622 1.6932 -1.0291 0.8278 0.3560 1.866
C -1.2684 4.2720 2.3016 0.1874 0.9486 -0.5417 0.237
C 4.2589 4.2432 0.8213 -1.1721 0.3018 1.1968 -0.713
C 0.6316 -5.8310 -2.4906 -0.2898 0.3944 -0.1782 -0.616
C 0.1437 -0.2513 0.8989 0.3494 0.9357 -0.0594 -0.641
C 3.1229 3.3880 1.3440 0.5252 -1.1010 0.1453 0.227
C -2.9546 2.9435 -0.5525 -0.0984 -0.4239 0.8625 -0.846
C 4.7370 -3.2831 1.0889 0.2178 0.5189 1.3444 -0.504
H 3.3624 4.9161 -0.7888 0.1040 0.0592 -0.0085 0.339
H 5.5391 -2.6316 0.7196 -0.0654 -0.2855 -0.3708 0.376
H -0.0807 4.7625 -3.9317 -0.0537 0.0414 0.0527 0.368
H 1.1985 -2.4399 -4.8361 -0.0737 0.0372 -0.2895 0.305
H 0.9488 4.7752 0.0726 0.1566 0.3491 -0.2471 0.333
H 0.4182 -4.0714 -1.1320 -0.3409 -0.3342 -0.2183 -0.593
H 4.5863 4.7385 1.7421 0.6102 0.0054 -0.2579 0.398
H -4.0310 1.2879 0.2054 -0.1823 0.0148 0.1360 0.055
H -3.4488 2.9566 5.1422 0.1710 -0.0867 -0.2281 0.350
H -5.4935 0.8358 2.5771 -0.4067 -0.2093 -0.0184 0.292
H 0.8450 4.3540 2.4995 -0.2904 -0.4677 0.2160 0.523
H 5.0235 3.5674 0.4323 0.1864 0.2711 -0.3240 0.217
H -4.0555 -3.9076 -1.5944 -0.1105 -0.0807 -0.3200 0.538
H 2.3145 3.9462 1.8305 0.7292 0.0697 -0.4508 -0.229
H -1.2338 -3.9216 4.8073 0.0217 0.9784 0.2473 0.434
H 0.3685 -0.8841 -4.8346 0.0200 0.1499 0.1432 -0.073
H -0.2291 -2.4754 2.8804 -0.2623 0.1457 0.1706 -0.354
H 5.0947 -1.6287 -1.4161 -0.2885 -0.0987 -0.1602 0.262
H 4.0139 -0.1816 -1.4530 0.0496 -0.0093 0.2287 -0.089
H -3.1188 -1.3047 2.8839 0.3551 0.3208 -0.5549 -0.480
H -2.0495 4.0666 1.5607 0.3600 -0.3639 0.3418 -0.159
H 2.8796 -1.3485 -3.5412 -0.0597 0.0986 -0.0087 0.066
H -2.3179 -4.7428 -3.2487 -0.0481 -0.0075 -0.2921 0.401
H -1.5183 -2.2406 -2.2234 -0.2969 0.2193 -0.3156 -0.936
H -0.5870 1.8203 4.8198 0.2681 0.1350 0.0391 0.312
H -3.5496 -2.4092 -0.8370 -0.0034 -0.0687 -0.0039 -0.308
H -4.6664 -0.9655 0.5039 0.3878 0.4245 0.1629 0.331
H 6.1624 0.3941 -0.4130 0.0645 -0.2979 0.0570 0.349
H -1.3111 3.5962 3.1536 -0.1723 -0.0883 -0.0754 -0.143
H -1.5110 2.5869 -4.8337 0.2374 0.3557 0.0622 0.297
H -0.8553 -6.2609 -1.2423 0.0176 0.2908 -0.1703 0.363
H 4.5284 0.0676 -3.6200 -0.0252 -0.0384 0.0070 0.284
H 0.7320 -0.7111 1.6979 -0.3619 -0.6523 -0.1664 0.401
H 0.6894 -0.0395 4.1797 -0.0441 0.0184 -0.0797 -0.061
H -0.1877 1.4081 1.7835 0.1312 0.4699 -0.1659 -1.165
H 7.0887 -0.2682 -1.7656 -0.0142 0.0542 -0.3097 0.318
H 6.0643 1.4961 -2.9743 0.1574 0.0268 0.0552 0.290
H 1.9122 1.9854 0.6869 0.2831 0.2827 -0.3048 0.077
H -2.4540 3.8636 -0.2467 -0.0978 0.0107 0.0106 0.345
H -2.6665 0.7414 1.6727 -0.0772 0.3488 -0.2735 -0.984
H 0.0523 -4.1236 2.9140 -0.4099 -0.5854 -0.6720 0.473
H -1.3930 0.7397 -5.9134 -0.2434 -0.2132 -0.4071 0.238
H 1.7361 2.1489 3.7013 0.1757 -0.0825 -0.0438 -0.200
H -5.3420 -1.0966 3.3976 -0.1390 -1.0539 0.0658 0.217
H 3.2476 -2.4236 -0.1298 -0.1388 0.2119 0.1677 0.141
H -3.3517 -2.8365 4.7242 -0.0271 0.0774 -0.0331 0.190
H 0.2038 3.1658 1.2484 0.3492 0.5019 0.1210 -0.914
H 1.7082 -3.9961 -2.2742 0.3927 -0.1684 0.1019 -0.056
H 0.6283 -1.8090 -0.4267 -0.1880 -0.0091 -0.0396 -0.540
H -4.2183 2.7723 1.1759 0.0028 -0.0751 0.0923 0.235
H -3.7952 -0.0679 5.0273 0.0688 -0.0871 -0.5353 0.033
H 2.1285 2.3296 5.4048 -0.2912 0.2587 0.1819 0.519
H -2.9741 0.7910 6.2426 0.5660 0.2036 -0.1126 0.536
H 2.4549 2.6693 -2.0734 -0.0184 0.2950 0.2652 -0.095
H -3.8587 3.2048 -1.1030 0.3174 -0.0215 -0.6519 0.522
H 4.9819 -3.4306 2.1550 -0.2264 0.1151 -0.0654 0.292
H 2.4085 0.0552 4.5533 0.0506 0.0359 0.1124 0.538
H 3.8070 -4.8125 0.4244 0.4875 -0.2838 -0.3326 0.381
H 2.1701 -4.0007 0.9451 -0.3690 0.1274 0.0554 0.383
H 0.0805 -5.5218 -3.3823 0.1013 0.5739 0.1742 0.268
H -2.9589 0.8985 -2.5078 0.0005 0.1326 0.0019 0.374
H 1.5081 -6.3608 -2.8645 -0.0813 -0.4069 0.2475 0.453
H 3.8617 -1.4687 -6.8116 -0.0509 0.0930 -0.0615 0.294
H -3.9138 -1.2911 -2.7896 0.0973 -0.2962 0.0249 0.493
H -0.0001 3.2795 -2.4454 0.4422 -0.3230 0.3174 0.018
H 2.2399 0.2193 -5.8931 0.4172 0.0420 0.0600 0.235
H -1.4944 -3.7486 -1.4060 -0.5995 0.1159 0.3421 -0.249
H -1.4871 1.6710 -0.6740 0.1046 0.1155 -0.1413 -0.090
H 1.7399 -0.4557 -0.4387 0.0487 -0.0545 0.1050 -0.759
H -4.8248 2.1261 5.7508 -0.3393 -0.3253 -0.3501 0.437
H 3.4356 -1.5580 1.4268 0.2181 -0.0407 -0.0608 0.372
H -4.3572 -2.4564 1.1989 0.1803 -0.1981 0.7678 0.425
H -2.0726 -2.8126 1.4365 -0.0192 0.3495 0.1630 0.102
H 3.5706 2.7319 2.1114 -0.0109 0.2057 0.1259 0.173
H 0.6407 2.0823 -3.5797 0.0345 0.0140 -0.0653 -0.440
H 1.5979 -5.9530 -0.1848 -0.1339 -0.0303 -0.3037 0.317
H 1.4462 -0.8198 6.4323 0.1209 -0.0890 -0.3018 0.310
H -2.3042 1.0267 3.4770 0.0935 0.2696 0.2658 -0.095
H 1.6504 -1.0890 -6.8802 -0.0759 -0.1408 0.0158 0.457
H 2.3752 5.2896 -3.0968 -0.0086 0.1312 0.1844 0.324
H -1.2378 0.4424 -3.4760 0.2138 -0.2171 -0.2299 -0.764
H -3.1842 0.5181 -5.8088 -0.0807 0.3707 -0.1942 0.447
H -4.7481 3.0135 3.4287 -0.0522 -0.1108 -0.1942 0.249
H -2.3533 -4.5235 3.6867 0.2321 0.0088 -0.2934 0.341
H -1.9698 -0.9892 -4.2898 -0.1389 -0.1379 0.1617 0.329
H 2.8090 3.1770 -3.6970 0.0558 0.3977 -0.0618 0.435
H 0.6160 -0.4297 -2.3097 0.1287 0.0481 -0.0101 -0.718
H -6.4320 -1.8210 2.1077 -0.1746 0.1207 0.2242 0.397
H -1.7439 6.1433 2.0450 0.2305 0.0336 -0.0223 0.386
H -0.9310 -0.4229 0.9944 0.0807 -0.1754 0.0884 -0.355
```
Forces are in eV/Å.

***

Record 3
Density functional theory data (the ωB97M-V functional and the def2-TZVPD basis) for C19H17FN3O2RuS4 as an isolated structure.

Computed properties:
Spin multiplicity: 2
Kohn-Sham gap (alpha / beta), eV: 5.2 / 5.4
Relative energy (zero: lowest compared OMol25 entry of this formula, charge and spin), kcal per mole: 34.18
E_HOMO (alpha / beta), eV: -0.73 / -0.91
F_max, eV/Å: 0.14
⟨S²⟩: 0.766
Charge: -2
Molar mass, g mol⁻¹: 567.70

XYZ file:
```
47
Properties=species:S:1:pos:R:3:forces:R:3:mulliken_spin:R:1
Ru -1.5081 -1.5535 -0.3657 -0.1096 0.0806 0.0300 0.059
S -3.5318 -0.9811 -0.0617 -0.0325 -0.0409 0.0400 0.004
S -4.8690 -2.0762 0.8656 0.0149 0.0146 -0.0341 -0.009
S -1.9872 -3.8502 -0.5686 -0.0104 0.0007 0.0313 0.419
S -0.7956 -5.0564 0.4395 0.0201 -0.0006 -0.0223 0.524
F 0.3203 -2.0134 -1.0747 0.0001 0.0079 -0.0160 0.000
O -1.9906 -2.0470 -3.3979 0.0030 0.0028 0.0041 0.005
O -1.0645 1.4482 0.3798 -0.0373 0.0076 -0.0087 0.002
N -1.0966 0.4760 -0.6284 0.0373 -0.0139 -0.0038 -0.001
N 1.3940 -0.3159 0.7280 0.0078 -0.0125 -0.0165 0.001
N -1.6798 -1.2158 -2.5097 0.0404 -0.0312 -0.0052 0.001
C 3.1879 1.2512 -1.9910 0.0011 -0.0051 -0.0001 0.000
C 0.8778 -0.0386 1.8894 0.0025 -0.0011 0.0010 0.000
C -0.9949 0.2423 -4.3390 0.0057 -0.0045 -0.0012 0.000
C -1.8518 -2.5809 2.4680 -0.0051 0.0059 0.0012 -0.013
C 0.0565 -1.2099 3.8707 -0.0024 0.0021 0.0004 0.003
C -0.7654 -2.0808 4.5561 -0.0014 -0.0020 0.0019 -0.003
C -0.9793 0.9178 -1.8340 0.0285 -0.0074 0.0035 -0.002
C 2.1036 0.6263 0.0666 0.0035 0.0024 0.0033 -0.001
C 2.4077 1.8876 0.6193 -0.0015 -0.0014 0.0003 0.001
C 3.1333 2.8218 -0.1555 -0.0008 -0.0024 -0.0028 0.000
C 3.5164 2.5094 -1.4321 -0.0002 0.0035 0.0042 0.000
C 1.9248 2.1385 1.9299 -0.0004 0.0003 0.0004 0.000
C -1.7379 -2.7627 3.8347 0.0019 0.0008 0.0000 0.004
C -1.2106 -0.0312 -2.8872 -0.0167 0.0117 -0.0004 0.000
C -1.0305 -1.7205 1.7109 0.0481 -0.0257 -0.0216 0.002
C -0.6532 2.3535 -2.1207 -0.0023 0.0022 -0.0006 0.000
C 1.1619 1.2022 2.5519 0.0015 0.0004 0.0003 -0.001
C 2.4986 0.3227 -1.2606 0.0044 0.0034 -0.0047 -0.001
C -0.0628 -1.0237 2.4843 -0.0091 0.0055 0.0112 -0.008
H -0.4365 1.1661 -4.4961 0.0013 -0.0014 -0.0002 0.000
H 2.1349 3.0935 2.4022 -0.0004 -0.0005 0.0005 0.000
H -0.4396 -0.5902 -4.7797 0.0001 0.0007 0.0000 0.000
H -1.1743 2.6945 -3.0145 0.0028 -0.0013 -0.0018 0.000
H 3.4727 1.0332 -3.0139 0.0002 0.0004 0.0003 0.000
H 3.3667 3.7930 0.2701 0.0003 0.0003 0.0001 0.000
H -1.9403 0.3004 -4.8905 0.0003 0.0013 0.0003 0.000
H -2.4101 -3.4519 4.3362 -0.0005 0.0004 -0.0006 0.000
H -1.3706 0.9327 1.1398 0.0140 -0.0067 0.0050 0.000
H 4.0616 3.2341 -2.0264 -0.0002 -0.0005 0.0000 0.000
H 2.1716 -0.6394 -1.6429 -0.0023 0.0002 0.0015 0.001
H 0.7290 1.3971 3.5248 0.0005 0.0008 -0.0003 0.000
H -0.6462 -2.2301 5.6241 0.0000 0.0004 -0.0009 0.000
H 0.4230 2.4576 -2.2885 0.0007 -0.0002 0.0040 0.000
H -2.6259 -3.1335 1.9552 -0.0027 -0.0003 0.0001 0.013
H -0.9256 2.9813 -1.2766 -0.0042 0.0013 -0.0021 0.000
H 0.8360 -0.6780 4.4088 -0.0007 0.0012 -0.0008 0.000
```
Forces are in eV/Å.

***

Record 4
Density functional theory data (the ωB97M-V functional and the def2-TZVPD basis) for one molecule with the formula C4H10N2OS.

Computed properties:
Kohn-Sham gap, eV: 9.6
Relative energy (zero: lowest compared OMol25 entry of this formula, charge and spin), kcal per mole: 16.43
E_HOMO, eV: -8.85
F_max, eV/Å: 1.90
Charge: 0
Molar mass, g mol⁻¹: 134.20

XYZ file:
```
18
Properties=species:S:1:pos:R:3:forces:R:3:mulliken_charge:R:1
S -2.0200 1.9377 2.1064 0.2251 0.5232 -0.0782 -0.266
O -1.5019 -1.0336 1.0499 -0.0760 0.1346 0.9054 -0.651
N -0.5721 -1.0655 -0.9768 0.4203 0.2711 0.2299 -0.123
N 1.8549 -1.3281 -1.3314 0.6336 -1.1257 -0.4531 -0.533
C 0.6021 -0.8478 -1.8411 -0.7985 0.9956 1.0505 -0.715
C -0.0582 0.8461 0.4842 1.4147 0.4119 -0.7185 -0.654
C -0.2264 1.6499 1.7606 -1.3613 -0.5851 0.0374 -0.779
C -0.7470 -0.4828 0.2824 -0.6426 -0.4430 -1.7355 0.680
H 2.0800 -1.0680 -0.3846 -0.2375 0.4935 0.0940 0.246
H -1.0690 -1.9419 -1.0879 0.1293 0.1405 0.2639 0.265
H -2.4141 0.6859 1.8716 0.0284 -0.1776 0.0822 0.156
H 0.1654 1.1751 2.6516 0.4194 -0.0096 -0.0604 0.337
H 0.6612 0.2387 -1.9621 0.2289 -0.1564 -0.1325 0.343
H -0.2213 1.5482 -0.3470 -0.6833 -0.4660 -0.0110 0.315
H 0.3541 -1.2384 -2.8210 0.2754 -0.3224 -0.0472 0.391
H 1.0028 0.6249 0.2746 0.0243 0.1068 0.6125 0.358
H 0.1784 2.6456 1.5954 0.2151 -0.1070 0.2560 0.376
H 1.9312 -2.3461 -1.3247 -0.2150 0.3156 -0.2955 0.253
```
Forces are in eV/Å.

***

Q: Which value of F_max does entry 2 give?
A: 2.28 eV/Å

***

Q: Which value of F_max does entry 3 give?
A: 0.14 eV/Å